# 1
{"formula": "C29H53BN7O5ReS3", "method": "ωB97M-V/def2-TZVPD", "elements": ["Re", "C", "O", "C", "C", "O", "C", "C", "O", "C", "H", "H", "H", "H", "H", "H", "H", "H", "H", "H", "H", "H", "H", "H", "C", "C", "C", "C", "N", "C", "C", "N", "B", "N", "C", "C", "N", "C", "S", "C", "C", "C", "C", "N", "C", "C", "N", "C", "S", "C", "C", "C", "C", "C", "S", "H", "H", "H", "H", "H", "H", "H", "H", "H", "H", "H", "H", "H", "H", "H", "H", "H", "H", "H", "H", "H", "H", "H", "H", "H", "H", "H", "H", "H", "H", "H", "H", "H", "H", "N", "C", "C", "O", "O", "H", "H", "H", "H", "H"], "positions_angstrom": [[0.2454, 0.0782, -0.1698], [0.8089, -3.3268, -1.3892], [0.6189, -1.9258, -1.6828], [0.5231, -1.7066, -3.0859], [0.7479, -0.2440, -3.3072], [-0.1303, 0.4437, -2.3967], [-0.3947, 1.8086, -2.7740], [-1.6887, 2.1520, -2.1102], [-1.5346, 1.7805, -0.7424], [-2.7934, 1.9412, -0.0666], [0.2291, -3.9195, -2.0942], [0.4609, -3.5179, -0.3796], [1.8658, -3.5794, -1.4728], [-0.4664, -2.0115, -3.4370], [1.2846, -2.2839, -3.6161], [0.4866, 0.0332, -4.3283], [1.7775, 0.0444, -3.0854], [-0.4830, 1.8696, -3.8580], [0.4235, 2.4387, -2.4209], [-2.5124, 1.5866, -2.5545], [-1.9025, 3.2206, -2.1896], [-3.5484, 1.2999, -0.5237], [-3.1008, 2.9848, -0.1420], [-2.6598, 1.6595, 0.9693], [-3.4838, -5.4997, -0.4332], [-3.1369, -4.0156, -0.4744], [-2.6373, -3.6756, -1.8772], [-4.3708, -3.2006, -0.0896], [-2.0646, -3.7414, 0.5622], [-1.6092, -4.6910, 1.4582], [-0.8622, -4.0560, 2.3818], [-0.8658, -2.7058, 2.0839], [-0.4524, -1.6973, 3.1926], [1.0733, -1.3867, 3.2955], [1.6245, -1.2860, 4.5537], [2.9559, -1.1505, 4.4134], [3.2450, -1.1679, 3.0648], [2.0728, -1.2790, 2.4030], [1.8535, -1.3919, 0.6724], [4.7088, -1.1352, 2.6527], [5.3880, -2.3144, 3.3511], [5.2800, 0.1982, 3.1285], [4.9238, -1.2813, 1.1539], [-1.3128, -0.3912, 3.2439], [-2.3905, -0.3284, 4.0968], [-2.7694, 0.9613, 4.1948], [-1.9248, 1.7094, 3.3990], [-1.0736, 0.8515, 2.7981], [0.3173, 1.2064, 1.7554], [-1.9487, 3.2257, 3.5076], [-3.3717, 3.7181, 3.2362], [-1.5261, 3.5547, 4.9406], [-0.9877, 3.8936, 2.5358], [-1.5811, -2.5429, 0.9578], [-1.8558, -1.0119, 0.1906], [-4.2150, -5.6900, -1.2173], [-3.9378, -5.7930, 0.5132], [-2.6182, -6.1314, -0.6370], [-3.4810, -3.7321, -2.5647], [-1.8984, -4.4066, -2.2067], [-2.2199, -2.6738, -1.9351], [-5.1950, -3.4722, -0.7483], [-4.2035, -2.1286, -0.1879], [-4.6726, -3.4215, 0.9350], [-1.8578, -5.7317, 1.3756], [-0.3621, -4.4436, 3.2516], [-0.7070, -2.2562, 4.2179], [1.0218, -1.3492, 5.4419], [3.7210, -1.0666, 5.1621], [5.3692, -2.2278, 4.4362], [6.4340, -2.3444, 3.0486], [4.9243, -3.2595, 3.0662], [5.2060, 0.3135, 4.2092], [4.7673, 1.0313, 2.6494], [6.3388, 0.2365, 2.8726], [4.5418, -2.2265, 0.7703], [6.0016, -1.2759, 0.9909], [4.4872, -0.4556, 0.5981], [-2.7714, -1.2031, 4.5934], [-3.5396, 1.4094, 4.7947], [-4.1350, 3.1165, 3.7254], [-3.5911, 3.7469, 2.1706], [-3.4664, 4.7330, 3.6199], [-2.2486, 3.1941, 5.6723], [-1.4560, 4.6360, 5.0509], [-0.5503, 3.1235, 5.1686], [-1.1767, 3.6115, 1.5001], [0.0552, 3.7014, 2.7844], [-1.1477, 4.9687, 2.6198], [3.8874, 2.4714, -2.4169], [3.9585, 2.5872, -0.9201], [2.8464, 1.8134, -0.2019], [2.9528, 1.7450, 1.0011], [1.9431, 1.2858, -0.9607], [4.6026, 3.0448, -2.8720], [2.9693, 2.7658, -2.7526], [4.0193, 1.5026, -2.7118], [3.8861, 3.6417, -0.6610], [4.9297, 2.2174, -0.5990]], "e_above_lowest_ev": 0.000, "multiplicity": 2, "charge": 3, "homo_energy_ev": [-15.3989, -15.2367], "energy_ha": -3193.2935, "orbital_gap_ev": [6.37, 6.39], "largest_force_ev_per_a": 0.4}

=====

# 2
{"formula": "H14O7", "method": "ωB97M-V/def2-TZVPD", "elements": ["O", "H", "H", "O", "H", "H", "O", "H", "H", "O", "H", "H", "O", "H", "H", "O", "H", "H", "O", "H", "H"], "positions_angstrom": [[-0.3830, 0.4625, 0.9406], [-0.7650, -0.3885, 0.8276], [-0.1670, 0.6515, 0.0426], [0.7250, 0.4415, -1.6724], [1.2540, 1.0195, -2.2794], [1.3630, -0.0045, -1.1074], [-1.8870, -0.4445, -2.6894], [-2.5240, -0.2205, -2.0344], [-1.1540, 0.0835, -2.4834], [1.7800, 1.4015, 2.1196], [2.3500, 1.2105, 1.4636], [0.9640, 0.9855, 1.8006], [-1.5180, -1.9115, 0.0566], [-2.4910, -1.9015, 0.0606], [-1.2950, -2.2805, -0.8424], [0.7310, -3.4855, 0.4236], [-0.0020, -2.9105, 0.5316], [1.0670, -3.3895, -0.4874], [0.5360, 3.8395, 1.4596], [1.0460, 3.0405, 1.4896], [0.3700, 3.8015, 2.3796]], "e_above_lowest_ev": 1.950, "charge": 0, "homo_energy_ev": -10.6874, "energy_ha": -535.0522, "orbital_gap_ev": 10.44, "largest_force_ev_per_a": 4.9}

=====

# 3
{"formula": "C6H8OS", "method": "ωB97M-V/def2-TZVPD", "elements": ["C", "C", "C", "C", "C", "C", "H", "H", "H", "H", "H", "H", "H", "H", "O", "S"], "positions_angstrom": [[0.8278, -0.1943, -0.7083], [-0.1398, -1.2466, -0.2367], [-0.7197, -0.8355, 1.1304], [-1.2117, 0.2932, -0.0394], [0.0557, 0.9601, -0.3609], [0.1747, 2.3471, -0.0964], [2.3844, -1.8623, -0.4331], [1.0663, -0.5766, -1.6670], [0.0900, -2.3884, -0.3653], [-0.1185, -0.4211, 1.9465], [-1.6392, -1.2569, 1.3110], [-2.3398, 0.4390, 0.0363], [-0.8166, 2.6904, 0.3148], [1.1579, 3.0678, 0.0773], [-1.3061, -0.7608, -0.9370], [2.5346, -0.2550, 0.0277]], "e_above_lowest_ev": 5.748, "charge": 0, "homo_energy_ev": -9.1241, "energy_ha": -706.6349, "orbital_gap_ev": 9.27, "largest_force_ev_per_a": 7.0}

=====

# 4
{"formula": "C3H4P2", "method": "ωB97M-V/def2-TZVPD", "elements": ["C", "C", "C", "P", "P", "H", "H", "H", "H"], "positions_angstrom": [[-0.0382, 1.1153, -0.0383], [0.9578, 0.1008, -0.2778], [-0.4736, -0.2693, 0.4501], [-1.5495, 0.3219, -0.8561], [0.9995, -0.8456, 1.3096], [0.0530, 1.9964, 0.3860], [1.0072, -0.5018, -1.2652], [-2.6234, 0.9207, 0.1141], [1.6672, -2.8385, 0.1775]], "e_above_lowest_ev": 5.548, "charge": 0, "homo_energy_ev": [-8.1599, -8.8063], "energy_ha": -799.1389, "orbital_gap_ev": [7.49, 7.96], "largest_force_ev_per_a": 5.1}

=====

# 5
{"formula": "C7H10", "method": "ωB97M-V/def2-TZVPD", "elements": ["C", "C", "C", "C", "C", "C", "C", "H", "H", "H", "H", "H", "H", "H", "H", "H", "H"], "positions_angstrom": [[0.5039, 1.4589, -1.1837], [-0.5914, 0.4131, -1.1248], [-1.2249, 0.0205, 0.1979], [-0.4918, 0.3525, 1.4467], [0.4754, -0.5316, 1.6761], [0.7944, -1.3204, 0.4162], [-0.3558, -0.9638, -0.5315], [1.2244, 1.2207, -1.9759], [0.1076, 2.4606, -1.3875], [1.0529, 1.5020, -0.2382], [-1.1986, 0.3822, -2.0335], [-2.2250, -0.2237, 0.5521], [-0.8761, 1.1468, 2.0809], [0.9393, -0.7089, 2.6398], [1.7808, -1.0179, 0.0342], [0.8353, -2.4042, 0.5730], [-0.7962, -1.7735, -1.1098]], "e_above_lowest_ev": 1.675, "charge": 0, "homo_energy_ev": -8.8556, "energy_ha": -272.6564, "orbital_gap_ev": 10.01, "largest_force_ev_per_a": 1.4}